Molecular formula: C2H2OS3
Method: DFT, the ωB97M-V functional and the def2-TZVPD basis

XYZ file:
```
8
Properties=species:S:1:pos:R:3:lowdin_charge:R:1
C 0.70 0.51 0.00 -1.16
C -0.55 -0.50 0.06 -0.84
H 1.58 -1.61 0.01 -0.14
H -1.94 1.46 -0.01 -0.18
O -0.37 -1.67 0.03 -0.03
S 2.21 -0.45 -0.05 0.80
S 0.59 2.09 0.01 0.73
S -2.21 0.16 -0.05 0.82
```

* max |F|: 2.701 eV Å⁻¹
* SMILES: O=C(S)C(=S)S
* HOMO energy: -9.4 eV
* LUMO: -1.319 eV